Formula: C25H24FN3O2
Source: OMol25
Level of theory: ωB97M-V with the def2-TZVPD basis set

XYZ file:
```
55
C25H24FN3O2 ωB97M-V with the def2-TZVPD basis set
C -4.682 -0.554 -0.081
H -5.494 -4.236 -0.960
H 5.877 -3.107 -0.238
C -5.185 1.803 -0.245
H 2.069 2.738 0.978
H 0.796 0.438 2.320
F 8.085 -2.176 0.766
C -6.283 1.512 -1.060
H 2.779 1.121 1.245
C -4.176 -2.910 0.092
C 5.940 -2.030 -0.216
H 0.104 -0.802 1.265
C 2.838 0.380 -1.890
H -0.733 0.935 -0.288
C 4.897 -1.254 -0.685
H 4.375 2.583 0.067
C -6.585 0.215 -1.385
C -5.796 -0.851 -0.906
H -6.894 2.321 -1.432
H -3.547 -3.696 0.480
H -7.435 -0.010 -2.013
H -0.193 2.212 0.807
C 0.036 1.206 0.444
N 3.967 0.952 -1.189
C 4.960 0.146 -0.658
C -3.878 -1.602 0.411
H 2.016 -0.722 -0.218
C 6.128 0.729 -0.143
H 8.062 0.422 0.728
C 1.686 0.050 -0.934
N 1.290 1.277 -0.273
H 3.151 -0.496 -2.456
H 0.834 -0.338 -1.498
C 7.064 -1.417 0.297
C -2.719 -1.302 1.268
C -6.069 -2.201 -1.210
C 3.547 2.147 -0.487
C -5.275 -3.206 -0.721
H 3.195 2.871 -1.228
C 2.400 1.824 0.481
H -1.331 -0.396 3.215
C -3.239 1.108 1.103
N -2.484 0.034 1.549
H -4.942 2.822 0.016
C -0.016 0.221 1.624
H -1.466 1.336 2.782
O -2.956 2.246 1.419
H 6.236 1.801 -0.137
C 7.168 -0.039 0.336
H 2.486 1.138 -2.598
O -1.994 -2.166 1.719
C -1.330 0.325 2.394
H 4.024 -1.759 -1.064
C -4.390 0.787 0.243
H -6.918 -2.430 -1.838
```

F_max: 0.0123 hartree/bohr
E_tot: -37598.841 eV
LUMO energy: -0.9 eV

Löwdin atomic charge list, values in e, 8 entries:
1. C -0.05
2. H 0.11
3. H 0.12
4. C 0.01
5. H 0.13
6. H 0.11
7. F 0.04
8. C -0.05

---

Formula: C20H33BrNO7
Source: OMol25
Level of theory: ωB97M-V with the def2-TZVPD basis set

XYZ file:
```
62
C20H33BrNO7 ωB97M-V with the def2-TZVPD basis set
H -6.042 1.638 3.610
H -2.028 2.681 0.844
H 3.336 1.686 0.772
H -1.041 -2.673 -2.845
H 7.085 -2.054 2.756
C 6.130 -0.362 1.848
O 1.927 -1.024 -0.584
H 7.711 -0.477 3.255
C 1.590 2.061 -0.341
C 0.135 1.831 -0.589
H 2.714 -2.582 0.526
C -0.880 1.002 0.143
H 6.165 -0.890 5.134
O -0.541 -4.646 -3.127
H -2.423 1.914 -2.104
C 2.443 1.109 0.498
C 2.963 -0.125 -0.240
C -0.958 -4.017 -5.353
H 1.583 3.035 0.178
H 0.679 -3.071 -2.637
H 5.086 -1.803 4.080
H 3.710 -0.621 0.389
H 1.035 -3.265 -4.999
C 4.998 0.322 3.735
C -6.546 1.642 2.648
C -1.031 -5.117 -4.308
H 1.402 -1.670 1.331
C -0.206 -3.260 -3.240
H -1.962 -3.607 -5.474
H 1.023 -2.764 -0.013
H -0.169 -1.976 -5.017
H -7.823 2.485 0.230
H 5.466 1.225 4.130
H 1.964 0.838 1.445
H -8.010 3.266 2.558
H 2.071 2.226 -1.315
C -2.124 1.900 0.080
H -6.325 3.784 2.553
C -7.016 3.020 2.194
H -3.030 1.308 0.191
H -0.584 0.678 1.138
C 6.805 -1.039 3.021
C -6.915 2.897 0.674
H -7.354 0.910 2.666
N -0.507 2.575 -1.436
C 0.010 -3.010 -4.730
O -1.436 -6.230 -4.424
H -6.668 3.821 0.159
O -5.182 1.623 -0.503
H 3.476 0.178 -1.161
O 6.395 -0.410 0.686
H -2.388 3.535 -1.388
H 3.948 0.312 4.019
O 5.073 0.372 2.295
C -1.985 2.527 -1.315
H -0.631 -4.426 -6.303
O -5.591 1.225 1.645
C -5.810 1.878 0.488
C 5.754 -0.943 4.129
Br -1.196 -0.598 -0.909
H -0.040 3.215 -2.062
C 1.766 -2.059 0.370
```

net charge: +1
F_max: 0.0105 hartree/bohr
E_tot: -107134.591 eV
LUMO energy: -3.9 eV

Löwdin atomic charge list, values in e, 8 entries:
1. H 0.13
2. H 0.14
3. H 0.12
4. H 0.07
5. H 0.13
6. C -0.49
7. O -0.25
8. H 0.14

---

Let's list frontier orbital gap in order: 6.6; 7.9 eV.
Let's list HOMO energy in order: -7.445; -11.762 eV.